Entry 1:
{
  "formula": "C32H21ClCrNO3",
  "method": "ωB97M-V with the def2-TZVPD basis set",
  "spin_multiplicity": 4,
  "homo_ev": [-12.3, -13.9],
  "e_tot_ha": -3016.393489,
  "total_charge": 2,
  "lumo_ev": [-5.99, -9.43],
  "orbital_gap_ha": [0.232, 0.163],
  "largest_force_ev_per_a": 6.5,
  "de_lowest_kj_mol": 221.2,
  "species": ["O", "C", "Cr", "C", "O", "C", "O", "C", "C", "C", "C", "C", "C", "C", "C", "C", "C", "C", "C", "C", "C", "C", "C", "C", "C", "C", "C", "C", "H", "H", "H", "H", "H", "H", "H", "H", "H", "H", "H", "H", "H", "H", "H", "Cl", "C", "C", "C", "C", "N", "C", "C", "C", "C", "H", "H", "H", "H", "H", "H"],
  "xyz": [[-1.834, -0.705, 4.067], [-2.248, 0.151, 3.376], [-2.665, 1.652, 2.318], [-0.792, 1.817, 2.330], [0.395, 1.777, 2.435], [-2.543, 2.704, 3.926], [-2.317, 3.306, 4.899], [-4.741, 2.155, 1.927], [-4.531, 0.796, 1.631], [-3.478, 0.421, 0.788], [-2.636, 1.386, 0.218], [-1.395, 0.965, -0.419], [-0.253, 0.563, -0.729], [1.073, 0.233, -1.233], [2.080, 1.372, -1.147], [1.689, 2.700, -0.871], [2.667, 3.648, -0.565], [4.033, 3.327, -0.617], [4.415, 2.044, -1.033], [3.444, 1.107, -1.365], [1.039, -0.605, -2.487], [-0.137, -1.324, -2.763], [-0.107, -2.385, -3.652], [1.064, -2.670, -4.369], [2.166, -1.813, -4.267], [2.102, -0.697, -3.422], [-2.861, 2.742, 0.513], [-3.903, 3.129, 1.347], [-5.536, 2.462, 2.624], [-5.169, 0.028, 2.084], [-3.259, -0.631, 0.620], [0.645, 3.006, -0.849], [2.360, 4.661, -0.298], [4.792, 4.091, -0.373], [5.464, 1.772, -1.109], [3.790, 0.137, -1.720], [-1.038, -1.106, -2.197], [-0.995, -3.005, -3.713], [1.109, -3.556, -5.011], [3.077, -2.020, -4.829], [2.874, 0.082, -3.480], [-2.159, 3.478, 0.142], [-4.063, 4.181, 1.590], [-0.614, -5.853, -0.771], [-0.187, -4.447, 0.147], [0.651, -3.467, -0.427], [0.779, -2.254, 0.261], [0.413, -2.226, 1.619], [0.923, -1.070, 2.202], [1.643, -0.373, 1.280], [1.485, -0.967, -0.035], [-0.356, -3.203, 2.222], [-0.706, -4.315, 1.464], [1.188, -3.711, -1.351], [0.750, -0.773, 3.156], [2.215, 0.498, 1.570], [2.360, -1.094, -0.708], [-0.771, -3.048, 3.201], [-1.392, -5.075, 1.847]],
  "forces_ev_per_angstrom": [[-1.606, 2.833, -2.466], [1.720, -2.994, 2.366], [0.773, 0.251, 2.858], [6.477, -0.666, 0.445], [-6.040, 0.708, -0.390], [1.018, 2.747, 4.441], [-1.069, -2.346, -3.883], [-1.002, 0.108, -0.336], [-1.011, 0.053, 0.552], [0.221, -0.892, -1.016], [0.844, -1.161, -1.197], [2.825, -1.119, -0.516], [-3.787, 2.386, -0.038], [-1.376, -0.462, 0.503], [-0.040, 0.297, -0.391], [0.563, -0.502, 0.511], [0.381, 0.044, -0.287], [-0.146, 0.047, -0.003], [-0.184, 0.644, -0.078], [-0.062, -0.239, 0.820], [-0.692, 0.618, -1.723], [0.865, -0.402, 0.534], [0.247, 0.004, -0.279], [-0.084, -0.248, 0.197], [-0.496, 0.160, -0.001], [-0.046, -0.266, 0.713], [0.595, 0.826, -0.678], [-1.042, 0.455, 0.137], [0.506, -0.242, -0.382], [0.337, 0.380, -0.151], [-0.126, 0.259, -0.042], [0.164, -0.292, 0.088], [0.115, -0.271, -0.126], [-0.519, -0.564, -0.105], [-0.183, 0.139, -0.074], [-0.167, 0.190, 0.377], [0.105, -0.201, -0.035], [0.110, 0.004, -0.387], [-0.002, 0.416, 0.245], [-0.375, 0.248, -0.063], [-0.299, -0.709, 0.228], [-0.123, 0.008, -0.087], [0.163, -0.317, -0.081], [0.410, 1.069, 0.717], [0.221, -0.847, -0.785], [0.250, 0.943, 0.124], [0.627, -0.757, -1.840], [0.600, 2.839, 1.566], [-1.924, -2.886, 0.308], [1.340, 1.062, -0.957], [2.239, 0.462, -1.761], [-1.534, -2.150, -0.247], [-0.175, 1.047, 1.189], [-0.524, 0.488, 0.135], [0.118, -0.238, -0.171], [-0.016, -0.256, -0.197], [0.388, -0.795, 1.451], [0.092, -0.156, 0.337], [0.339, 0.243, -0.070]]
}


Entry 2:
{
  "formula": "C32H21FN7O12Ru",
  "method": "ωB97M-V with the def2-TZVPD basis set",
  "spin_multiplicity": 6,
  "homo_ev": [-6.9, -9.4],
  "e_tot_ha": -2712.564731,
  "lumo_ev": [-2.07, -2.11],
  "orbital_gap_ha": [0.177, 0.267],
  "largest_force_ev_per_a": 1.8,
  "de_lowest_kj_mol": 0.0,
  "species": ["Ru", "O", "C", "N", "C", "O", "C", "C", "C", "C", "C", "N", "C", "C", "C", "C", "C", "N", "H", "H", "H", "H", "H", "H", "H", "H", "C", "C", "C", "C", "C", "C", "C", "F", "C", "C", "C", "O", "C", "C", "N", "C", "C", "O", "O", "H", "H", "H", "H", "H", "H", "H", "H", "H", "H", "H", "O", "N", "O", "C", "C", "C", "C", "O", "C", "C", "N", "O", "O", "N", "O", "O", "H", "H"],
  "xyz": [[1.987, -0.042, -0.242], [0.603, -3.362, 1.676], [0.753, -2.392, 0.980], [1.950, -1.735, 0.752], [3.175, -2.291, 1.141], [3.321, -3.266, 1.827], [4.375, -1.545, 0.606], [5.647, -1.895, 1.018], [6.719, -1.189, 0.499], [6.483, -0.173, -0.416], [5.177, 0.114, -0.773], [4.153, -0.565, -0.267], [-0.466, -1.785, 0.245], [-1.656, -2.663, 0.436], [-2.858, -2.168, 0.191], [-2.545, -0.310, -1.661], [-1.225, 0.434, -1.691], [-0.120, -0.170, -1.604], [5.758, -2.700, 1.730], [7.729, -1.424, 0.805], [7.294, 0.396, -0.847], [4.937, 0.899, -1.478], [-1.486, -3.685, 0.741], [-3.746, -2.773, 0.309], [-3.298, 0.365, -2.057], [-1.234, 1.518, -1.756], [-3.679, -2.538, -4.295], [-3.704, -2.170, -2.816], [-4.957, -1.338, -2.497], [-5.368, -1.095, -1.023], [-4.452, -0.280, -0.149], [-4.840, 0.812, 0.536], [-3.891, 1.532, 1.328], [-4.356, 2.603, 1.976], [-2.570, 1.183, 1.468], [-2.124, 0.052, 0.804], [-0.753, -0.398, 0.808], [0.179, 0.373, 1.124], [-0.223, -1.620, -1.456], [-1.295, -2.193, -2.272], [-2.449, -1.477, -2.467], [-3.014, -0.693, -0.145], [1.136, -2.251, -1.855], [1.177, -3.442, -2.085], [2.118, -1.414, -1.887], [-4.555, -3.131, -4.560], [-2.790, -3.119, -4.535], [-3.668, -1.634, -4.906], [-3.746, -3.091, -2.221], [-5.786, -1.894, -2.940], [-4.921, -0.394, -3.049], [-5.508, -2.074, -0.555], [-6.351, -0.623, -1.027], [-5.858, 1.180, 0.509], [-1.910, 1.754, 2.109], [-1.198, -3.181, -2.690], [1.388, 6.441, 3.995], [1.134, 6.049, 2.875], [0.479, 6.661, 2.053], [1.619, 4.723, 2.498], [1.331, 4.237, 1.246], [1.830, 2.993, 0.897], [2.565, 2.135, 1.786], [2.857, 0.936, 1.534], [2.848, 2.758, 3.046], [2.375, 3.986, 3.408], [3.674, 2.039, 4.025], [4.572, 1.349, 3.595], [3.347, 2.124, 5.193], [1.558, 2.556, -0.445], [2.463, 1.885, -1.042], [0.546, 2.895, -0.996], [0.756, 4.824, 0.546], [2.587, 4.381, 4.391]],
  "forces_ev_per_angstrom": [[0.661, -1.657, -0.199], [0.043, 0.007, 0.004], [-0.080, -0.083, -0.027], [-0.123, 0.259, -0.001], [0.066, -0.021, 0.083], [-0.008, 0.023, -0.017], [-0.032, -0.048, -0.061], [-0.032, -0.020, -0.025], [-0.004, 0.012, -0.008], [0.005, -0.020, -0.011], [-0.001, -0.045, -0.034], [0.140, 0.111, 0.211], [0.033, 0.026, -0.070], [-0.034, 0.007, 0.006], [0.016, -0.012, 0.009], [0.003, 0.033, 0.055], [-0.030, -0.045, 0.001], [-0.112, 0.148, -0.020], [0.018, 0.003, 0.001], [-0.001, -0.007, -0.001], [0.005, -0.002, 0.005], [-0.009, 0.020, 0.025], [0.001, 0.004, 0.002], [-0.001, -0.001, -0.004], [-0.002, -0.005, -0.001], [0.006, 0.002, -0.009], [0.000, -0.014, 0.010], [-0.024, -0.025, 0.026], [0.001, 0.001, -0.039], [-0.017, -0.002, 0.027], [0.028, -0.013, -0.015], [0.040, 0.023, 0.028], [-0.082, 0.012, -0.021], [0.023, 0.005, 0.009], [0.042, -0.053, -0.033], [-0.015, 0.039, 0.032], [0.088, -0.031, -0.042], [-0.074, 0.170, 0.098], [0.071, 0.067, 0.085], [-0.038, -0.045, -0.052], [0.041, 0.047, -0.080], [-0.058, 0.001, -0.008], [-0.017, -0.051, 0.060], [-0.007, 0.040, -0.005], [-0.033, 0.196, -0.107], [0.005, -0.006, 0.008], [0.004, 0.007, -0.003], [-0.007, -0.001, -0.004], [-0.003, 0.005, 0.010], [0.005, 0.001, -0.007], [0.007, 0.011, 0.022], [-0.009, -0.003, -0.003], [0.004, 0.005, -0.004], [-0.006, -0.015, -0.006], [-0.005, 0.001, 0.005], [0.006, -0.008, 0.024], [0.079, 0.031, -0.035], [-0.220, -0.109, 0.067], [0.078, 0.029, -0.016], [-0.051, 0.112, -0.079], [0.048, -0.013, 0.174], [-0.086, -0.055, -0.233], [0.059, -0.124, -0.050], [-0.164, 0.425, -0.002], [0.196, 0.250, 0.104], [0.057, -0.105, -0.043], [-0.502, -0.720, -0.128], [0.188, 0.270, 0.045], [0.164, 0.257, 0.051], [0.054, 0.573, 0.027], [-0.522, 0.037, 0.238], [0.121, 0.081, -0.052], [0.002, 0.000, -0.009], [0.003, 0.008, 0.009]]
}


Entry 3:
{
  "formula": "C32H22Br4IrN4O2S2",
  "method": "ωB97M-V with the def2-TZVPD basis set",
  "spin_multiplicity": 6,
  "homo_ev": [-11.3, -12.9],
  "e_tot_ha": -12798.072568,
  "total_charge": 2,
  "lumo_ev": [-6.15, -8.44],
  "orbital_gap_ha": [0.190, 0.164],
  "largest_force_ev_per_a": 7.2,
  "de_lowest_kj_mol": 461.3,
  "species": ["Ir", "S", "C", "C", "C", "C", "C", "C", "N", "C", "C", "C", "C", "C", "C", "C", "C", "N", "C", "C", "C", "C", "C", "S", "C", "H", "H", "H", "H", "H", "H", "H", "H", "H", "H", "H", "H", "Br", "C", "C", "Br", "C", "Br", "C", "O", "C", "O", "C", "Br", "N", "C", "N", "C", "C", "C", "C", "C", "H", "H", "H", "H", "H", "H", "H", "H", "H", "H"],
  "xyz": [[-17.017, 3.100, 8.187], [-19.469, 7.910, 5.788], [-20.440, 8.557, 4.548], [-21.529, 7.845, 4.269], [-21.756, 6.796, 5.140], [-20.692, 6.482, 5.962], [-20.556, 5.496, 6.927], [-19.160, 5.106, 7.095], [-18.889, 3.885, 7.867], [-19.881, 3.398, 8.582], [-21.283, 3.785, 8.479], [-22.252, 3.280, 9.427], [-21.894, 2.319, 10.293], [-20.580, 1.731, 10.248], [-20.198, 0.643, 10.987], [-18.756, 0.038, 10.809], [-17.855, 0.832, 9.990], [-18.217, 1.909, 9.365], [-19.582, 2.323, 9.404], [-18.288, -1.085, 11.571], [-17.143, -1.784, 11.482], [-17.006, -2.857, 12.330], [-18.029, -2.955, 13.257], [-19.152, -1.678, 12.997], [-21.607, 4.800, 7.508], [-20.128, 9.359, 3.930], [-22.235, 7.979, 3.474], [-22.658, 6.182, 5.126], [-18.319, 5.428, 6.602], [-23.210, 3.848, 9.453], [-22.626, 2.304, 11.049], [-20.725, -0.002, 11.704], [-16.878, 0.408, 10.053], [-16.332, -1.253, 10.989], [-16.194, -3.619, 12.288], [-18.387, -3.721, 13.971], [-22.640, 5.156, 7.532], [-11.534, 3.496, 3.844], [-12.600, 3.120, 5.321], [-12.186, 2.218, 6.432], [-10.592, 1.281, 6.291], [-13.217, 1.893, 7.383], [-12.854, 0.350, 8.608], [-14.404, 2.405, 7.483], [-15.378, 2.096, 8.308], [-14.849, 3.454, 6.654], [-15.956, 4.079, 6.813], [-13.806, 3.822, 5.362], [-14.339, 5.138, 4.238], [-16.368, 4.233, 10.304], [-17.368, 4.461, 10.970], [-18.479, 4.695, 11.605], [-19.285, 5.898, 11.417], [-20.715, 5.740, 11.869], [-20.871, 5.068, 13.244], [-20.062, 3.838, 13.361], [-18.571, 4.120, 12.954], [-19.271, 6.109, 10.354], [-18.823, 6.679, 11.990], [-21.304, 5.156, 11.169], [-21.161, 6.703, 11.915], [-21.850, 4.823, 13.445], [-20.441, 5.785, 14.023], [-20.404, 3.117, 12.719], [-20.080, 3.394, 14.357], [-18.084, 3.137, 12.971], [-18.171, 4.814, 13.703]],
  "forces_ev_per_angstrom": [[-1.599, -0.284, 1.143], [-1.405, -1.961, 0.153], [0.993, 0.176, -0.282], [-1.662, -0.206, -0.371], [0.502, -2.102, 1.180], [-0.258, 4.770, -1.723], [3.658, -1.327, 0.028], [-3.422, -5.304, 3.368], [1.064, 5.217, -2.886], [-2.845, -1.862, 1.200], [0.526, 1.903, -1.830], [0.469, 1.010, -1.236], [-0.234, 1.540, -0.686], [0.705, -0.833, 0.568], [2.523, -2.239, 0.544], [-0.985, 1.718, 0.011], [-1.678, -2.170, 1.844], [0.372, 0.086, -0.054], [-0.389, -0.107, 0.238], [-3.349, 2.333, 0.827], [3.139, 0.223, -0.710], [1.155, -1.870, 0.569], [-1.523, 0.371, -0.324], [-0.655, -0.172, -0.335], [0.406, -1.572, 3.265], [0.517, 0.781, -0.082], [0.007, 0.682, -0.331], [0.253, 0.081, -0.152], [1.484, 1.216, -1.236], [0.698, -0.891, 0.154], [-0.369, -1.528, 1.347], [-0.695, 0.986, -0.521], [1.043, 0.754, -0.878], [0.214, -1.077, -0.578], [-0.596, 0.967, 0.047], [0.964, 0.467, -0.449], [0.357, -0.051, -0.637], [0.610, -0.318, 0.027], [-0.655, 0.262, 1.355], [-1.867, 0.745, -1.935], [-0.495, 0.463, 0.209], [5.042, -3.764, 0.927], [-0.370, 1.523, -0.989], [-3.785, 2.846, -0.608], [-0.619, -1.802, 1.993], [3.210, 2.449, -4.842], [1.640, -0.359, -0.588], [-1.542, -2.030, 4.215], [-0.349, 0.351, -0.338], [-4.247, 0.735, 2.149], [3.517, -0.528, -3.191], [0.272, -0.883, 0.830], [-0.137, 0.028, -0.639], [-0.328, -1.428, 0.587], [2.818, 2.320, 0.600], [2.540, 0.911, 0.542], [-1.399, -1.132, 1.188], [0.159, 0.423, -0.161], [0.350, 0.707, 0.139], [0.083, -0.120, -0.414], [-0.340, 0.965, -0.090], [-2.382, 0.006, 0.548], [-0.984, -0.660, -0.738], [-1.022, -2.046, -1.783], [0.110, 0.226, 0.080], [0.401, 0.520, -0.006], [0.381, -0.134, -0.252]]
}